A cluster of 10 separate species, C44H53N7O9 in total in a non-equilibrium geometry, computed with the ωB97M-V functional and the def2-TZVPD basis.

The geometry in XYZ format:
```
113
C44H53N7O9, DFT the ωB97M-V functional and the def2-TZVPD basis
C -12.662 -21.069 -6.353
O -13.200 -20.261 -5.324
C -13.658 -19.052 -5.683
O -13.557 -18.544 -6.778
O -14.386 -18.431 -4.790
C -14.348 -18.853 -3.423
H -13.247 -21.105 -7.272
H -12.648 -22.090 -5.973
H -11.616 -20.776 -6.448
H -13.430 -19.385 -3.173
H -15.227 -19.318 -2.976
H -14.179 -18.041 -2.716
C -8.752 -28.324 -5.298
O -9.873 -27.430 -5.367
C -9.754 -26.262 -4.662
O -8.746 -25.857 -4.083
O -10.858 -25.627 -4.869
C -11.013 -24.334 -4.351
H -7.884 -27.826 -5.730
H -8.951 -29.143 -5.989
H -8.567 -28.718 -4.299
H -12.073 -24.086 -4.414
H -10.340 -23.610 -4.809
H -10.827 -24.373 -3.278
C -10.416 -19.122 -3.866
O -9.628 -19.815 -4.776
C -9.309 -21.115 -4.521
O -9.682 -21.734 -3.561
O -8.570 -21.584 -5.534
C -7.732 -22.768 -5.451
H -10.475 -18.083 -4.190
H -10.032 -19.124 -2.846
H -11.406 -19.517 -3.639
H -8.249 -23.545 -4.889
H -6.857 -22.443 -4.888
H -7.444 -23.087 -6.453
C -6.335 -20.802 -8.612
C -7.530 -20.266 -8.097
C -8.718 -20.925 -8.420
N -8.777 -22.009 -9.233
C -7.583 -22.607 -9.569
C -6.345 -22.040 -9.274
H -5.388 -20.351 -8.354
H -7.574 -19.420 -7.427
H -9.606 -20.555 -7.928
H -7.660 -23.532 -10.122
H -5.408 -22.542 -9.463
C -6.507 -17.684 -1.369
C -6.498 -18.303 -2.636
C -7.330 -17.771 -3.602
N -8.212 -16.761 -3.393
C -8.121 -16.118 -2.196
C -7.253 -16.527 -1.159
H -5.838 -17.997 -0.581
H -5.881 -19.176 -2.788
H -7.430 -18.341 -4.514
H -8.786 -15.276 -2.074
H -7.267 -15.985 -0.225
C -5.714 -22.533 -1.897
C -5.587 -21.455 -1.042
C -6.637 -21.170 -0.164
N -7.704 -21.969 -0.019
C -7.840 -22.966 -0.940
C -6.878 -23.253 -1.900
H -4.925 -22.901 -2.536
H -4.785 -20.739 -1.144
H -6.584 -20.342 0.529
H -8.757 -23.532 -0.877
H -6.929 -24.030 -2.648
C -6.305 -25.937 -6.539
C -5.627 -25.124 -7.461
C -4.233 -24.925 -7.270
N -3.540 -25.557 -6.290
C -4.226 -26.383 -5.456
C -5.613 -26.610 -5.530
H -7.359 -26.121 -6.691
H -6.159 -24.691 -8.296
H -3.819 -24.207 -7.962
H -3.757 -26.859 -4.608
H -6.082 -27.281 -4.825
C -11.721 -20.438 -0.023
C -13.016 -20.100 0.372
C -14.071 -20.743 -0.271
N -13.907 -21.648 -1.277
C -12.591 -22.024 -1.616
C -11.455 -21.444 -0.976
H -10.903 -19.954 0.490
H -13.181 -19.414 1.190
H -15.085 -20.411 -0.102
H -12.432 -22.662 -2.473
H -10.452 -21.800 -1.158
C -10.228 -17.468 0.122
C -11.383 -16.725 -0.159
C -12.005 -16.012 0.824
N -11.668 -16.073 2.127
C -10.616 -16.923 2.432
C -9.863 -17.573 1.425
H -9.664 -17.874 -0.705
H -11.729 -16.492 -1.155
H -12.772 -15.288 0.590
H -10.375 -16.984 3.483
H -9.045 -18.222 1.702
C -4.374 -20.158 -5.463
C -3.467 -20.517 -4.538
C -2.720 -19.481 -3.984
N -2.892 -18.167 -4.241
C -3.723 -17.879 -5.277
C -4.487 -18.843 -5.924
H -5.039 -20.895 -5.890
H -3.470 -21.495 -4.080
H -1.972 -19.571 -3.210
H -3.867 -16.854 -5.586
H -5.120 -18.678 -6.784
```

E_HOMO ... -9.618 eV
Net charge ... 0
SMILES ... COC(=O)OC.COC(=O)OC.COC(=O)OC.c1ccncc1.c1ccncc1.c1ccncc1.c1ccncc1.c1ccncc1.c1ccncc1.c1ccncc1
E_tot ... -75342.12339 eV
Lowest unoccupied orbital energy ... 0.393 eV